Record 1
14
Properties=species:S:1:pos:R:3:forces:R:3 method="wB97M-V/def2-TZVPD" relative_energy_kj_mol=185.4 smiles="[NH3+][C@@H](C=O)CS" e_lumo_ev=-4.3 fmax_ev_per_a=4.420 energy_ev=-17604.5107 total_charge=+1
S 1.49123 -1.04277 -1.19480 -0.70 -0.03 -0.12
O -1.16371 -0.22262 2.08917 1.73 1.17 -0.94
N -1.31122 1.54555 0.24077 -2.67 1.45 -2.25
C -0.08136 -0.06311 -1.19907 -0.17 -2.36 1.83
C -0.05029 0.66470 0.12838 -1.58 1.39 0.94
C -0.08263 0.02661 1.55988 -3.74 -2.17 -0.94
H -2.12942 1.33410 -0.40338 2.01 0.49 -1.53
H -0.95771 -0.76468 -1.13478 0.82 0.56 -0.61
H -0.03192 0.52157 -2.09453 -0.52 0.82 -0.07
H -1.36167 2.57649 0.37700 1.07 -0.64 -0.41
H 0.83302 -1.92943 -1.93335 0.46 -0.60 -0.19
H -2.01224 1.24625 0.87124 0.25 -1.29 3.52
H 0.80868 1.27225 0.09848 0.87 1.44 0.12
H 0.76537 -0.37939 2.00236 2.17 -0.24 0.64

Record 2
13
Properties=species:S:1:pos:R:3:forces:R:3 method="wB97M-V/def2-TZVPD" relative_energy_kj_mol=79.7 e_lumo_ev=4.1 fmax_ev_per_a=1.166 energy_ev=-15566.2161 total_charge=-1
S -0.82218 1.76484 -0.77505 -0.38 -0.01 -0.39
N 0.43836 -0.15965 1.40866 0.06 0.28 -0.68
C -0.64645 0.36729 -1.97219 0.35 0.83 -0.03
C 0.62183 -1.43220 0.87184 -0.51 0.39 0.97
C 1.24080 -2.41541 1.54119 0.35 -0.15 -0.39
H -1.37949 -0.42819 -1.83682 0.14 -0.16 0.22
H 1.24173 -3.43900 1.19251 0.17 0.08 -0.23
H 1.28605 0.23223 1.78548 0.04 0.01 0.31
H -0.75514 0.71646 -3.00389 -0.08 0.09 0.04
H 0.12245 -1.62137 -0.07092 -0.21 -0.05 0.06
H 1.79880 -2.19954 2.44501 -0.21 -0.04 0.17
H 0.38772 0.02489 -1.88956 -0.17 -0.51 -0.03
H -0.06401 0.56802 0.82840 0.46 -0.76 -0.03

Record 3
13
Properties=species:S:1:pos:R:3:forces:R:3 method="wB97M-V/def2-TZVPD" relative_energy_kj_mol=261.7 e_lumo_ev=4.2 fmax_ev_per_a=3.966 energy_ev=-15564.3295 total_charge=-1
S 1.22826 0.79384 -1.01448 -0.95 -0.98 -0.48
N -1.52124 -0.52655 1.80025 0.98 -0.39 -1.86
C -0.52110 0.55595 2.12973 -3.53 1.20 -1.34
C -1.67225 -0.75195 0.52381 2.12 -2.58 0.56
C 0.89465 -0.83001 -1.99849 2.95 0.44 -0.94
H 0.34265 0.54899 1.51926 1.05 -0.42 -0.56
H -1.03912 -0.27852 -0.33151 -1.12 -0.09 1.58
H -0.36223 0.74056 3.16709 0.14 -0.64 0.90
H -1.98874 -1.89116 0.24638 -0.40 2.88 0.66
H 0.55274 -1.76208 -1.46769 0.19 1.09 -0.18
H 2.07127 -0.95647 -2.24534 -2.94 -0.54 -0.05
H -1.09057 1.44994 1.78994 0.67 0.07 0.22
H 0.30282 -0.71087 -2.97848 0.85 -0.03 1.49

Record 4
12
Properties=species:S:1:pos:R:3:forces:R:3 method="wB97M-V/def2-TZVPD" relative_energy_kj_mol=337.5 e_lumo_ev=1.0 fmax_ev_per_a=2.347 energy_ev=-5284.6528 total_charge=0
O 2.43403 0.10325 -0.29723 -0.30 -0.29 0.20
C 1.28175 0.63294 0.24175 -1.57 -1.08 -1.08
C -0.27816 -0.56449 -0.14237 0.11 -0.03 -0.80
C -1.65448 0.09016 -0.02565 0.21 0.17 -0.09
H 0.62776 0.12094 0.94463 1.11 0.83 1.89
H -0.25165 -1.51319 0.43352 0.41 0.62 -0.14
H -1.66195 1.06400 -0.52278 -0.03 -0.03 0.04
H -2.43973 -0.51564 -0.50553 0.32 0.06 0.10
H -1.98010 0.24559 1.01210 0.25 -0.04 -0.17
H 0.95341 1.47402 -0.35702 -0.21 0.00 0.45
H 2.93142 -0.37906 0.37004 -0.09 0.07 0.07
H 0.03771 -0.75853 -1.15146 -0.22 -0.27 -0.49

Record 5
12
Properties=species:S:1:pos:R:3:forces:R:3 method="wB97M-V/def2-TZVPD" relative_energy_kj_mol=145.8 smiles="[H][H].CCC=O" e_lumo_ev=0.9 fmax_ev_per_a=0.563 energy_ev=-5286.6390 total_charge=0
O 2.15149 0.04295 0.52732 -0.42 0.33 0.20
C -1.51200 0.40124 -0.01302 -0.02 0.07 0.03
C -0.05118 0.25885 -0.44714 0.08 0.19 -0.13
C 1.00352 0.40634 0.61761 0.24 0.09 -0.01
H -2.07535 0.90704 -0.80194 -0.01 -0.08 0.15
H 0.11740 -0.58722 -1.11955 0.12 0.16 0.26
H 0.24263 1.15843 -1.00540 -0.27 0.02 -0.35
H -1.59866 1.00849 0.89562 0.02 -0.04 -0.13
H 1.78678 -1.78892 -0.09914 -0.06 -0.39 -0.10
H 0.68816 1.05183 1.46323 -0.02 -0.13 0.15
H -2.01273 -0.55401 0.18033 0.29 0.11 -0.01
H 1.25993 -2.30502 -0.19792 0.05 -0.31 -0.05

Record 6
12
Properties=species:S:1:pos:R:3:forces:R:3 method="wB97M-V/def2-TZVPD" relative_energy_kj_mol=378.2 e_lumo_ev=1.1 fmax_ev_per_a=0.341 energy_ev=-5284.2310 total_charge=0
O 2.36998 0.08400 -0.30848 0.17 -0.15 0.19
C -0.29320 -0.59113 -0.09557 -0.09 -0.07 -0.19
C 1.34453 0.71230 0.32826 -0.24 0.12 -0.21
C -1.64012 0.09559 -0.00794 -0.01 0.08 0.00
H 0.49228 0.00138 0.81696 0.00 -0.08 0.10
H -1.62431 1.06749 -0.51347 0.01 -0.15 0.07
H -1.93698 0.26608 1.03288 0.05 -0.03 -0.15
H 0.08549 -0.71879 -1.10842 -0.05 0.04 0.16
H 2.91063 -0.34356 0.36751 -0.04 0.06 -0.16
H 0.88086 1.40745 -0.37830 0.02 -0.08 0.12
H -2.42435 -0.50860 -0.48001 0.12 0.07 0.07
H -0.26594 -1.56052 0.41720 0.05 0.17 -0.01

Record 7
12
Properties=species:S:1:pos:R:3:forces:R:3 method="wB97M-V/def2-TZVPD" relative_energy_kj_mol=121.1 smiles="C=CC.O" e_lumo_ev=0.9 fmax_ev_per_a=2.268 energy_ev=-5286.8953 total_charge=0
O -1.36615 1.97443 0.57552 -0.30 0.84 1.49
C -0.25716 -1.21324 -1.01728 -0.81 -0.17 -0.74
C 0.36963 -0.81417 0.28094 -0.89 -0.30 -0.20
C 1.60761 -0.38927 0.34487 1.57 1.63 -0.15
H -0.31673 -0.93575 1.11893 0.49 0.36 0.21
H -0.59128 2.49354 0.30658 -0.63 -1.11 -0.73
H -1.74603 1.28684 0.03059 0.88 0.29 -0.75
H 2.23071 -0.28395 -0.53562 -0.39 -0.39 -0.62
H -1.33156 -0.93367 -1.09183 0.53 -0.12 0.37
H 0.19192 -0.76086 -1.90942 0.29 -0.13 0.34
H 2.16418 0.17464 1.09607 -0.74 -0.83 0.87
H -0.23881 -2.29775 -1.13942 -0.01 -0.07 -0.07

Record 8
12
Properties=species:S:1:pos:R:3:forces:R:3 method="wB97M-V/def2-TZVPD" relative_energy_kj_mol=137.7 smiles=CCCO e_lumo_ev=1.0 fmax_ev_per_a=3.919 energy_ev=-5286.7235 total_charge=0
O 1.47950 -0.81665 0.04845 1.00 0.97 -0.48
C 1.10097 0.58275 -0.22664 -2.88 -2.41 1.12
C -1.02249 -0.64843 -0.16718 -2.00 -0.42 -1.56
C -0.42750 0.73567 0.10633 0.83 0.42 2.07
H -0.38915 -1.26447 -0.84151 -0.56 0.60 0.33
H -0.49862 0.79335 1.23647 0.39 0.14 -0.97
H 1.27958 0.87302 -1.22702 0.51 -0.27 -1.20
H 1.62438 1.16066 0.43851 1.56 1.61 1.34
H 0.83014 -1.30837 0.57686 0.41 0.83 -0.28
H -0.88441 1.74726 -0.11505 0.31 -1.51 -0.89
H -2.04631 -0.71783 -0.63737 0.85 0.43 0.79
H -1.04608 -1.13698 0.80815 -0.41 -0.41 -0.28

The records above yield HOMO energy values of -13.5, -2.6, -2.4, -7.9, -9.9, -7.8, -9.7, -10.2 eV, respectively.